Formula: C4H7NO
Source: the Open Molecules 2025 dataset
Level of theory: ωB97M-V/def2-TZVPD

Values from the calculation:
- HOMO energy: -10.64 eV
- SMILES: N#CCCCO
- Gap between HOMO and LUMO: 11.4542 eV
- Net charge: 0
- Molar mass: 85.106 g/mol
- Energy above the lowest of the compared OMol25 structures with the same formula, charge and spin: 28.0 kcal/mol

Cartesian coordinates (Å):
N1 -1.7581 1.9661 0.5693
C1 -1.4580 0.8481 0.5726
C2 -1.0126 -0.5506 0.5370
C3 -0.0357 -0.7711 -0.6187
C4 1.2504 0.1027 -0.4492
O1 1.3723 0.7995 0.7780
H1 -0.4964 -0.7582 1.4765
H2 -1.8898 -1.2004 0.4636
H3 0.2234 -1.8337 -0.6802
H4 -0.5409 -0.5280 -1.5641
H5 2.1461 -0.5236 -0.4949
H6 1.2401 0.7781 -1.3025
H7 0.9590 1.6710 0.7127

***

Formula: C4H9N3
Source: the Open Molecules 2025 dataset
Level of theory: ωB97M-V/def2-TZVPD

Values from the calculation:
- HOMO energy: -8.43 eV
- SMILES: CN1[C@H]2N(C)[C@]21N
- Gap between HOMO and LUMO: 9.5802 eV
- Net charge: 0
- Molar mass: 99.137 g/mol
- Energy above the lowest of the compared OMol25 structures with the same formula, charge and spin: 96.9 kcal/mol

Cartesian coordinates (Å):
C1 0.9991 1.5185 0.3447
N1 -0.1959 1.1371 -0.3997
C2 -0.2742 -0.0081 -1.3208
N2 -0.1832 -1.1392 -0.3869
C3 1.0422 -1.5037 0.3145
C4 -1.0291 -0.0029 -0.0834
N3 -2.3036 -0.0116 0.4610
H1 0.8692 2.5681 0.6178
H2 1.8847 1.4370 -0.2865
H3 1.1474 0.9448 1.2608
H4 -0.3842 -0.0109 -2.3801
H5 0.8970 -1.4299 1.3925
H6 1.9121 -0.9140 0.0206
H7 1.2400 -2.5488 0.0659
H8 -2.8028 -0.8531 0.1950
H9 -2.8187 0.8168 0.1844

***

Formula: C11H5MnN2O5
Source: the Open Molecules 2025 dataset
Level of theory: ωB97M-V/def2-TZVPD

Values from the calculation:
- HOMO energy (alpha / beta): -10.19 / -13.54 eV
- Multiplicity: 6
- Gap between HOMO and LUMO (alpha / beta): 5.8020 / 7.9509 eV
- Net charge: +1
- Molar mass: 300.108 g/mol
- Energy above the lowest of the compared OMol25 structures with the same formula, charge and spin: 21.9 kcal/mol

Cartesian coordinates (Å):
O1 0.5983 -5.1147 -4.7094
C1 0.6772 -4.1564 -4.0774
Mn1 0.9739 -0.0446 -1.2467
O2 -0.7378 -2.4539 -1.0302
C2 -0.0024 -1.5935 -1.3103
C3 1.9014 1.5520 -1.0854
O3 2.3784 2.5902 -0.8831
C4 -0.0464 0.7321 -2.5342
O4 -0.7272 1.2627 -3.3149
C5 2.3857 -0.9461 -0.5438
O5 3.2543 -1.5263 -0.0300
H1 0.7561 -2.8477 -3.1670
N1 -2.6456 2.0990 4.8207
C6 -2.0728 1.7318 3.8671
C7 -1.3646 1.2864 2.6858
C8 0.0278 1.1937 2.6892
C9 0.6875 0.7934 1.5307
N2 -0.0057 0.4858 0.4134
C10 -1.3536 0.5512 0.3937
C11 -2.0620 0.9544 1.5233
H2 0.6119 1.4393 3.5738
H3 1.7763 0.7156 1.4932
H4 -1.8625 0.2913 -0.5373
H5 -3.1481 1.0046 1.4791

***

Formula: C4H13N2
Source: the Open Molecules 2025 dataset
Level of theory: ωB97M-V/def2-TZVPD

Values from the calculation:
- HOMO energy (alpha / beta): -18.46 / -18.46 eV
- Multiplicity: 2
- Gap between HOMO and LUMO (alpha / beta): 7.6433 / 4.8182 eV
- Net charge: +2
- Molar mass: 89.162 g/mol
- Energy above the lowest of the compared OMol25 structures with the same formula, charge and spin: 190.5 kcal/mol

Cartesian coordinates (Å):
C1 -0.7575 -0.7755 -0.9538
N1 -1.1884 -1.2992 0.3118
C2 0.0138 0.5020 -0.7513
N2 0.9070 -2.7334 1.3286
C3 1.8229 1.9955 -1.0258
C4 1.1572 0.6788 -1.3687
H1 -1.3898 -0.8257 -1.7961
H2 -0.1923 -1.6585 -0.6508
H3 -2.0884 -1.7089 0.3661
H4 -4.2017 2.5998 2.2704
H5 -0.3267 1.0732 0.1187
H6 0.0107 -2.2852 1.3593
H7 0.9721 -3.6656 1.5646
H8 1.6706 -2.1441 1.6704
H9 2.0030 2.7229 -1.8642
H10 2.7799 1.8164 -0.4218
H11 1.1209 2.4887 -0.2558
H12 -3.9506 3.3347 2.0905
H13 1.6372 -0.1160 -1.9920

***

Formula: C21H20N2O6
Source: the Open Molecules 2025 dataset
Level of theory: ωB97M-V/def2-TZVPD

Values from the calculation:
- HOMO energy: -8.20 eV
- Gap between HOMO and LUMO: 8.3931 eV
- Net charge: 0
- Molar mass: 396.399 g/mol
- Energy above the lowest of the compared OMol25 structures with the same formula, charge and spin: 553.6 kcal/mol

Cartesian coordinates (Å):
C1 2.6183 1.0550 0.7299
H1 2.7082 2.1344 0.9410
O1 1.1322 0.8059 1.2163
C2 0.6467 -0.3725 0.9127
C3 1.2186 -1.3969 0.2027
C4 0.7423 -2.6601 0.1400
C5 -0.4539 -2.7258 0.5832
C6 -1.3902 -1.8091 1.1078
C7 -0.6962 -0.6079 1.2495
O2 -1.2176 0.6481 1.8363
C8 -2.5410 0.4403 2.1995
C9 -2.9522 1.8693 2.4195
C10 -3.7080 2.6191 3.4274
O3 -3.6869 3.7766 3.5873
N1 -3.1486 4.2335 2.3074
C11 -2.4427 3.2433 1.7741
C12 -1.7817 3.4759 0.4705
H2 -1.5839 4.4028 0.2345
H3 -2.4650 2.7406 -0.2013
H4 -0.7409 2.8047 0.7128
C13 -4.3050 1.7591 4.6419
H5 -5.0084 1.2464 4.4742
H6 -3.5649 0.9506 5.2066
H7 -4.3036 2.5092 5.5817
H8 -3.3472 0.1115 1.1863
H9 -2.8899 -0.0334 3.0018
H10 -2.3226 -1.6995 1.3975
H11 -1.2204 -3.9048 0.6061
C14 1.4837 -3.8803 -0.3979
O4 1.2657 -4.9566 0.1009
N2 2.1200 -3.7801 -1.4126
C15 2.2232 -2.5737 -2.3611
C16 3.5513 -2.2249 -2.7090
C17 3.7599 -0.9990 -3.6548
C18 2.6845 -0.2684 -3.8828
C19 1.3797 -0.7869 -3.1868
C20 1.0260 -1.8063 -2.6471
H12 0.4057 -1.9664 -2.0763
O5 0.4983 0.2332 -3.7521
C21 1.3403 1.0769 -4.4922
O6 2.6514 0.9931 -4.4686
H13 1.0788 1.1716 -5.4896
H14 1.1849 2.2097 -4.1644
H15 4.7893 -0.7331 -4.0370
H16 4.4023 -2.9633 -2.5938
H17 2.6584 -4.3462 -1.6390
H18 2.3690 -1.3026 0.0891
H19 3.2441 0.5741 1.2345
H20 2.5880 0.7130 -0.4066

***

Formula: C5H10O
Source: the Open Molecules 2025 dataset
Level of theory: ωB97M-V/def2-TZVPD

Values from the calculation:
- HOMO energy: -10.50 eV
- SMILES: OC1CCCC1
- Gap between HOMO and LUMO: 11.4711 eV
- Net charge: 0
- Molar mass: 86.134 g/mol
- Energy above the lowest of the compared OMol25 structures with the same formula, charge and spin: 41.0 kcal/mol

Cartesian coordinates (Å):
O1 1.3799 0.1499 1.2026
C1 -0.1525 -0.4567 0.9481
C2 -0.8579 0.8080 0.5755
C3 0.0510 1.1676 -0.6010
C4 0.2786 -0.1803 -1.3400
C5 -0.0028 -1.2863 -0.2962
H1 1.1658 -0.3587 1.9572
H2 -0.5993 -1.0202 1.8114
H3 -0.8426 1.5236 1.4042
H4 -1.9004 0.6252 0.2852
H5 0.9904 1.4568 -0.1349
H6 -0.3001 1.9840 -1.2220
H7 1.3064 -0.2567 -1.6986
H8 -0.3944 -0.2811 -2.1931
H9 0.7988 -2.0238 -0.1796
H10 -0.9208 -1.8515 -0.5186

***

Formula: C2H2FO3P
Source: the Open Molecules 2025 dataset
Level of theory: ωB97M-V/def2-TZVPD

Values from the calculation:
- HOMO energy: 0.59 eV
- SMILES: C=C(F)P(=O)([O-])[O-]
- Gap between HOMO and LUMO: 6.7064 eV
- Net charge: -2
- Molar mass: 124.007 g/mol
- Energy above the lowest of the compared OMol25 structures with the same formula, charge and spin: 24.9 kcal/mol

Cartesian coordinates (Å):
C1 -1.4936 2.3144 0.7837
C2 -1.5548 0.9357 0.1171
F1 -0.3725 0.5268 -0.5162
P1 -3.0392 -0.3318 -0.0296
O1 -3.2327 -0.5972 1.4858
O2 -2.4899 -1.4398 -0.8614
O3 -4.0110 0.5755 -0.7913
H1 -2.3501 2.8791 1.2792
H2 -0.4415 2.7076 0.9712

***

Formula: C21H41Br4NO3S
Source: the Open Molecules 2025 dataset
Level of theory: ωB97M-V/def2-TZVPD

Values from the calculation:
- HOMO energy: -9.45 eV
- SMILES: CCCCCCCCCCCCCCOC(=O)N(S)CC=O.BrCCBr.BrCCBr
- Gap between HOMO and LUMO: 9.9532 eV
- Net charge: 0
- Molar mass: 707.246 g/mol

Cartesian coordinates (Å):
C1 -6.7858 -1.5692 1.9440
C2 -5.3941 -1.4157 2.5504
C3 -4.2385 -2.0223 1.7150
C4 -4.5118 -2.1675 0.2207
C5 -4.3770 -0.8484 -0.5407
C6 -4.8962 -0.9443 -1.9860
C7 -4.1048 -0.1166 -2.9980
C8 -2.6483 -0.5399 -3.2502
C9 -2.3907 -2.0444 -3.4767
C10 -1.0121 -2.4080 -2.8462
C11 -1.1561 -2.6671 -1.3525
C12 0.2040 -2.9114 -0.6491
C13 0.6446 -1.7885 0.3026
C14 0.2803 -0.3958 -0.1981
O1 1.1131 0.6448 0.3463
C15 1.0334 0.6975 1.6882
O2 1.8644 0.1994 2.3539
N1 -0.0864 1.3729 2.2433
S1 -0.5194 0.7969 3.8048
C16 0.0655 2.8519 2.1255
C17 0.6698 3.5183 3.3610
O3 0.0406 4.0042 4.2268
H1 -6.9178 -0.9352 1.0687
H2 -7.5280 -1.2457 2.6733
H3 -7.0303 -2.6003 1.7065
H4 -5.4107 -1.9572 3.4967
H5 -5.1852 -0.3799 2.8047
H6 -3.3822 -1.3497 1.8188
H7 -3.9081 -2.9718 2.1289
H8 -5.4506 -2.6607 -0.0213
H9 -3.7322 -2.8229 -0.1742
H10 -3.3740 -0.4276 -0.4638
H11 -5.0348 -0.1513 -0.0130
H12 -5.9092 -0.5400 -1.9843
H13 -5.0145 -1.9837 -2.2864
H14 -4.6762 -0.0450 -3.9211
H15 -4.0722 0.9037 -2.6054
H16 -1.9641 -0.1687 -2.4896
H17 -2.3435 -0.0425 -4.1727
H18 -2.2958 -2.2981 -4.5292
H19 -3.1235 -2.6966 -3.0068
H20 -0.5537 -3.2687 -3.3336
H21 -0.3590 -1.5499 -3.0291
H22 -1.7204 -1.8774 -0.8628
H23 -1.7484 -3.5756 -1.2446
H24 0.9692 -3.0718 -1.4075
H25 0.1171 -3.8339 -0.0799
H26 1.7258 -1.8042 0.4169
H27 0.2050 -1.9793 1.2828
H28 0.4630 -0.3782 -1.2699
H29 -0.7778 -0.1620 -0.0780
H30 0.6319 0.7512 4.5194
H31 0.7314 3.0372 1.2805
H32 -0.8945 3.3075 1.9009
H33 1.7769 3.5563 3.3982
Br1 4.5552 3.1671 3.0657
C18 4.6269 1.5716 1.9466
C19 5.9718 1.4193 1.2915
Br2 6.1828 2.6496 -0.2035
H34 3.8136 1.6486 1.2326
H35 4.4333 0.7409 2.6211
H36 6.0741 0.4260 0.8594
H37 6.7995 1.6032 1.9690
Br3 9.7314 4.1573 -3.9190
C20 9.3377 4.1057 -2.0129
C21 10.4904 3.5414 -1.2269
Br4 10.5960 1.6052 -1.4003
H38 8.4222 3.5347 -1.8959
H39 9.1542 5.1409 -1.7321
H40 10.3525 3.7252 -0.1633
H41 11.4508 3.9384 -1.5401

***

Formula: C16H45ClN3O9
Source: the Open Molecules 2025 dataset
Level of theory: ωB97M-V/def2-TZVPD

Values from the calculation:
- HOMO energy: -6.16 eV
- Gap between HOMO and LUMO: 8.9850 eV
- Net charge: -1
- Molar mass: 459.001 g/mol
- Energy above the lowest of the compared OMol25 structures with the same formula, charge and spin: 3.0 kcal/mol

Cartesian coordinates (Å):
Cl1 -1.4948 0.3304 -1.2897
O1 -1.5444 1.6822 -0.7901
O2 -2.8386 -0.1944 -1.3784
O3 -0.8664 0.3200 -2.5873
O4 -0.7318 -0.5228 -0.4006
C1 -2.1980 0.4427 2.5067
C2 -1.1987 1.6085 2.5963
C3 -2.0203 2.8533 2.8402
O5 -1.1569 3.9596 3.0588
C4 -1.8302 5.1560 3.3698
N1 -0.2428 1.3606 3.7465
H1 -2.6677 0.3355 1.5293
H2 -3.0111 0.5769 3.2331
H3 -1.6863 -0.4892 2.7532
H4 -0.7111 1.6277 1.6245
H5 -2.6669 2.7117 3.7196
H6 -2.6588 3.0656 1.9703
H7 -2.7548 5.0027 3.9393
H8 -2.0813 5.6992 2.4510
H9 -1.1640 5.7751 3.9716
H10 -0.8175 0.8178 4.4000
H11 -0.3293 2.2733 4.2094
C5 2.6013 -1.1477 -0.5114
C6 2.7420 -0.7905 0.9675
C7 3.8006 0.2960 1.1208
O6 3.7424 0.8880 2.3949
C8 4.8916 1.6300 2.6716
N2 1.4642 -0.4114 1.5937
H12 2.2460 -0.3123 -1.1144
H13 1.8784 -1.9612 -0.6251
H14 3.5301 -1.5792 -0.9075
H15 3.1555 -1.6843 1.4521
H16 3.6162 1.0687 0.3476
H17 4.8109 -0.0685 0.8846
H18 4.7809 2.0760 3.6585
H19 5.0252 2.4506 1.9466
H20 5.8069 1.0225 2.6278
H21 1.0257 -1.2969 1.8482
H22 0.8392 -0.1746 0.8207
C9 2.1329 -4.8635 -1.7614
C10 2.5883 -5.0066 -3.1981
C11 2.7287 -3.6503 -3.8632
O7 1.4677 -3.0571 -4.0038
C12 1.5362 -1.6655 -4.1957
N3 3.8705 -5.7451 -3.1972
H23 1.1990 -4.3255 -1.6194
H24 2.9074 -4.3837 -1.1504
H25 2.0117 -5.8590 -1.3210
H26 1.8808 -5.6530 -3.7208
H27 3.1600 -3.7744 -4.8748
H28 3.4337 -3.0397 -3.2796
H29 2.1040 -1.4149 -5.1104
H30 2.0281 -1.1515 -3.3645
H31 0.5336 -1.2729 -4.3374
H32 4.2846 -5.6637 -4.1203
H33 4.5029 -5.2993 -2.5399
C13 -4.2779 -2.4399 0.9343
C14 -3.9459 -3.2768 -0.2885
O8 -4.9837 -3.2881 -1.2687
H34 -4.7580 -1.5185 0.5963
H35 -3.3504 -2.1447 1.4248
H36 -4.9669 -2.9179 1.6355
H37 -3.6844 -4.3126 -0.0283
H38 -3.0469 -2.8557 -0.7356
H39 -5.7733 -3.6366 -0.8466
C15 -1.8013 5.1874 -0.6352
C16 -2.9818 4.9856 -1.5579
O9 -3.8871 6.0941 -1.5370
H40 -1.1752 6.0468 -0.9059
H41 -1.2147 4.2762 -0.5499
H42 -2.2066 5.5095 0.3305
H43 -3.5512 4.1259 -1.2031
H44 -2.6748 4.7225 -2.5756
H45 -3.3755 6.8708 -1.7810

***

Formula: C20H12F12FeNO2Te
Source: the Open Molecules 2025 dataset
Level of theory: ωB97M-V/def2-TZVPD

Values from the calculation:
- HOMO energy (alpha / beta): -1.20 / -1.00 eV
- Multiplicity: 6
- Gap between HOMO and LUMO (alpha / beta): 5.8517 / 5.6105 eV
- Net charge: -2
- Molar mass: 709.742 g/mol
- Energy above the lowest of the compared OMol25 structures with the same formula, charge and spin: 0.0 kcal/mol

Cartesian coordinates (Å):
Fe1 -1.7438 -1.8165 -1.1844
C1 -1.4689 3.2667 4.0339
C2 -1.1424 2.2879 2.9375
C3 -0.1723 2.5575 1.9807
C4 0.0962 1.6634 0.9681
C5 -0.5758 0.4232 0.8365
N1 -0.2692 -0.4308 -0.1937
C6 1.0399 -0.4173 -0.6342
C7 2.1127 -0.4635 0.2764
C8 3.4297 -0.4573 -0.1348
C9 3.7551 -0.4132 -1.4849
C10 5.1869 -0.4409 -1.9504
C11 2.7070 -0.3863 -2.3995
C12 1.3732 -0.3946 -2.0156
C13 0.1956 -0.4311 -3.0072
O1 -0.6228 -1.4705 -2.7525
C14 -0.5762 0.9532 -2.9718
F1 -0.8693 1.4333 -4.2126
F2 -1.7460 0.8670 -2.3382
F3 0.1345 1.9380 -2.3817
C15 0.6797 -0.6535 -4.4672
F4 1.4308 -1.7630 -4.5687
F5 1.4385 0.3675 -4.9698
F6 -0.3421 -0.8088 -5.3195
C16 -1.6020 0.1713 1.7977
C17 -1.8371 1.0917 2.8104
C18 -2.4313 -1.1175 1.6626
O2 -2.7941 -1.3755 0.3928
C19 -3.7724 -1.0408 2.4529
F7 -3.6231 -1.0603 3.8135
F8 -4.5895 -2.0573 2.1664
F9 -4.4483 0.0846 2.1610
C20 -1.6139 -2.3125 2.2674
F10 -2.3886 -3.3436 2.6713
F11 -0.7502 -2.8188 1.3812
F12 -0.8903 -1.9560 3.3568
H1 -0.6140 3.9113 4.2535
H2 -1.7419 2.7539 4.9596
H3 -2.3079 3.9189 3.7682
H4 0.3801 3.4931 2.0221
H5 0.8491 1.9132 0.2329
H6 1.8765 -0.4975 1.3332
H7 4.2218 -0.4937 0.6089
H8 5.8485 0.0494 -1.2321
H9 5.3002 0.0685 -2.9099
H10 5.5539 -1.4639 -2.0835
H11 2.9635 -0.3464 -3.4490
H12 -2.5914 0.8770 3.5547
Te1 -3.0484 -3.8594 -2.0389

***

Formula: C6H23O9
Source: the Open Molecules 2025 dataset
Level of theory: ωB97M-V/def2-TZVPD

Values from the calculation:
- HOMO energy: -6.31 eV
- Gap between HOMO and LUMO: 9.4402 eV
- Net charge: -1
- Molar mass: 239.241 g/mol
- Energy above the lowest of the compared OMol25 structures with the same formula, charge and spin: 79.8 kcal/mol

Cartesian coordinates (Å):
O1 2.4687 -0.1440 0.8572
C1 1.5329 -0.5130 0.0883
O2 0.9164 0.2799 -0.6772
C2 1.1750 -2.0061 -0.0293
C3 -0.2426 -2.3481 0.1815
C4 -0.7442 -1.7875 1.5833
C5 0.5440 -0.6369 3.4817
C6 0.4471 -1.6243 2.4978
H1 1.5763 -2.3476 -1.0224
H2 1.8508 -2.4532 0.7950
H3 -0.7187 -1.9021 -0.6651
H4 -0.3290 -3.4301 0.1410
H5 -1.4170 -2.4686 2.0225
H6 -1.1843 -0.7257 1.4136
H7 -0.2952 0.0835 3.5562
H8 1.4307 -0.4209 4.0904
H9 1.1410 -2.4295 2.5474
H10 0.1241 1.2386 -0.2427
H11 -1.0663 1.6437 0.7390
O3 -0.7674 2.0145 -0.0850
H12 1.9298 3.8313 0.9013
H13 0.7377 2.9655 0.5568
O4 0.9649 3.9471 0.6688
H14 -2.6722 -1.3637 -0.8724
H15 -3.5376 -0.4634 -0.0253
O5 -3.4456 -1.4711 -0.2311
H16 -0.3389 -0.2915 -4.5778
H17 -0.9337 -1.1717 -3.4250
O6 -0.3612 -1.1025 -4.1870
H18 -1.8354 1.0594 -2.1471
H19 -0.9028 -0.0849 -1.5170
O7 -1.7689 0.0840 -1.9585
H20 -1.8084 3.2230 -1.3899
H21 -0.7808 2.5847 -2.2822
O8 -1.7722 2.8191 -2.2304
H22 2.9138 1.8583 -0.1439
H23 3.4685 1.4617 1.1639
O9 3.7009 2.0918 0.4237

***

Formula: C3H8N2OS
Source: the Open Molecules 2025 dataset
Level of theory: ωB97M-V/def2-TZVPD

Values from the calculation:
- HOMO energy: -9.33 eV
- SMILES: CN1SC1=O.CN
- Gap between HOMO and LUMO: 9.4193 eV
- Net charge: 0
- Molar mass: 120.177 g/mol
- Energy above the lowest of the compared OMol25 structures with the same formula, charge and spin: 83.0 kcal/mol

Cartesian coordinates (Å):
C1 1.7186 -1.7285 0.1924
N1 1.5115 -0.3810 -0.3045
S1 2.8001 0.7680 -0.7071
C2 1.5598 0.6901 0.4951
O1 1.0548 1.1831 1.4375
H1 1.8119 -2.4185 -0.6553
H2 2.7141 -1.9379 0.5735
H3 0.8685 -1.8496 0.9785
C3 -2.2481 0.3164 -0.2935
N2 -1.8984 1.7796 -0.4494
H4 -3.3031 0.2362 0.0701
H5 -2.2382 -0.3171 -1.3094
H6 -1.4999 -0.2550 0.2188
H7 -1.9564 2.1917 0.5045
H8 -0.8951 1.7226 -0.7513